Run 1
18
Properties=species:S:1:pos:R:3 method="wB97M-V/def2-TZVPD" lumo_energy_ev=-3.82 charge=+1
C -0.179 -2.214 2.333
C 0.072 -0.879 1.644
C -0.674 -0.555 0.497
C -0.710 0.788 -0.229
C 0.727 1.004 -0.902
N 0.403 1.614 -2.390
H 0.496 -3.013 1.927
H -1.160 -2.643 2.185
H -0.116 -2.126 3.369
H 0.820 -0.116 1.843
H -1.127 -1.473 0.053
H -1.419 0.965 -1.118
H -0.917 1.622 0.464
H 1.462 0.136 -1.009
H 1.297 1.753 -0.417
H 0.005 0.786 -2.961
H 1.255 1.953 -2.840
H -0.234 2.398 -2.449


Run 2
18
Properties=species:S:1:pos:R:3 method="wB97M-V/def2-TZVPD" lumo_energy_ev="-5.37 / -3.64" charge=+1
C -0.807 1.020 0.237
C -1.739 0.150 0.019
C -3.153 0.757 -0.197
C -1.602 -1.319 0.012
C 2.178 -0.036 -0.307
N 3.625 0.394 0.141
H -0.291 1.972 0.309
H -3.246 1.786 -0.119
H -3.490 0.356 -1.172
H -3.920 0.468 0.479
H -2.195 -1.776 -0.775
H -1.959 -1.854 0.958
H -0.617 -1.673 -0.047
H 1.853 -1.105 0.093
H 2.129 0.085 -1.343
H 3.900 1.251 -0.532
H 4.372 -0.352 -0.075
H 3.807 0.757 1.132


Least stable structure: run 2


Run 1
14
Properties=species:S:1:pos:R:3 method="wB97M-V/def2-TZVPD" lumo_energy_ev=0.30 charge=-1
O -2.085 0.691 -1.054
C -1.376 -0.296 -1.372
O -0.917 -0.613 -2.482
C -0.888 -1.097 -0.124
C 0.475 -0.462 0.193
C 0.460 1.030 0.427
S 2.926 1.374 1.973
H -0.680 -2.159 -0.268
H -1.617 -1.001 0.679
H 1.035 -1.022 0.949
H 1.121 -0.672 -0.669
H 1.476 1.280 0.894
H 0.277 1.695 -0.409
H -0.207 1.252 1.262


Run 2
14
Properties=species:S:1:pos:R:3 method="wB97M-V/def2-TZVPD" lumo_energy_ev=3.69 charge=-1
C 2.419 -0.488 0.447
C -1.081 -0.371 -1.254
C -0.817 -0.119 1.223
C -0.184 0.268 -0.215
O 2.789 0.575 0.714
O 2.268 -1.621 0.311
S -0.162 2.029 -0.316
H -2.101 -0.079 -1.053
H -0.896 -1.491 -1.224
H -0.549 -0.189 -2.281
H -0.026 0.171 2.118
H -0.965 -1.301 1.156
H -1.756 0.447 1.426
H 1.061 2.169 -1.051


Least stable structure: run 1


Run 1
17
Properties=species:S:1:pos:R:3 method="wB97M-V/def2-TZVPD" lumo_energy_ev="-6.27 / -3.39" charge=+1
C -2.603 0.175 0.290
C -1.521 -0.453 0.182
C -3.825 0.373 -0.599
C 1.986 -0.110 0.039
N 3.241 0.156 0.995
O 2.367 -1.297 -0.769
O 1.966 0.975 -0.777
H -2.786 0.806 1.170
H -0.641 -1.211 0.260
H -3.683 0.840 -1.561
H -4.168 -0.737 -0.629
H -4.446 1.059 -0.017
H 3.120 -0.492 1.800
H 4.110 0.057 0.453
H 3.117 1.070 1.275
H 1.840 -2.073 -0.365
H 1.927 0.865 -1.749


Run 2
17
Properties=species:S:1:pos:R:3 method="wB97M-V/def2-TZVPD" lumo_energy_ev=-4.09 charge=+1
C 0.962 1.129 0.852
C 2.099 -0.489 -0.517
C -2.195 0.931 -0.225
C -0.548 -0.894 -0.230
N 0.961 0.101 0.132
O -0.305 -2.102 0.316
O -1.489 -0.157 0.368
H 0.101 1.307 1.496
H 1.726 1.749 0.976
H 2.968 -0.486 0.300
H 2.404 0.064 -1.335
H 1.864 -1.489 -0.784
H -2.507 1.715 0.612
H -3.207 0.463 -0.683
H -1.609 1.406 -1.054
H -0.338 -1.003 -1.313
H -0.889 -2.245 1.088


Least stable structure: run 1


Run 1
17
Properties=species:S:1:pos:R:3 method="wB97M-V/def2-TZVPD" lumo_energy_ev=-4.02 charge=+1
C -0.557 -0.281 2.160
C -1.070 -0.547 0.853
C 2.309 0.420 -0.685
C -2.011 -0.936 -1.260
N 1.152 1.183 -0.222
O -1.637 0.434 1.448
O -1.095 -1.214 -0.179
H -0.882 -0.873 3.010
H 0.363 0.282 2.269
H 2.585 -0.303 0.081
H 2.043 -0.114 -1.598
H 3.182 1.045 -0.900
H -2.546 -0.001 -1.105
H -2.708 -1.777 -1.323
H -1.415 -0.901 -2.172
H 0.860 1.826 -0.952
H 1.428 1.757 0.572


Run 2
17
Properties=species:S:1:pos:R:3 method="wB97M-V/def2-TZVPD" lumo_energy_ev=-4.40 charge=+1
C 2.287 0.223 -1.077
C -2.251 0.548 0.661
C -1.545 -1.063 -0.943
C 2.404 0.240 1.216
N 1.705 -0.123 0.005
O -1.288 -0.232 -0.079
O -2.651 -1.342 -1.502
H 3.238 0.675 -1.111
H 1.682 0.025 -1.923
H -3.236 0.445 0.288
H -1.894 1.603 0.363
H -0.573 -1.510 -1.237
H 2.596 -0.429 2.033
H 3.440 0.674 1.156
H 1.780 0.942 1.616
H -2.288 0.171 1.693
H -3.408 -0.847 -1.158


Run 3
17
Properties=species:S:1:pos:R:3 method="wB97M-V/def2-TZVPD" lumo_energy_ev=-3.76 charge=+1
C -2.218 0.438 -0.540
C -2.937 -0.306 0.562
C 2.500 0.757 0.680
C 1.035 -0.645 -0.870
N -0.971 0.362 -0.871
O 2.270 -0.524 -0.055
O -0.131 -0.493 -0.179
H -2.787 1.041 -1.245
H -2.574 -1.288 0.543
H -3.986 -0.144 0.710
H -2.628 0.169 1.461
H 2.455 1.507 -0.114
H 3.577 0.678 0.946
H 1.868 0.947 1.618
H 2.237 -1.146 0.718
H 1.107 -0.045 -1.840
H 0.874 -1.709 -1.256


Least stable structure: run 3


Run 1
17
Properties=species:S:1:pos:R:3 method="wB97M-V/def2-TZVPD" lumo_energy_ev=-3.26 charge=+1
N -0.255 1.536 -0.758
C 1.091 0.891 -0.593
C 1.124 -0.036 0.632
C -0.235 -0.600 1.065
C -1.053 -1.256 -0.014
O -1.499 -0.617 -0.964
O -1.431 -2.477 0.229
H -0.276 2.220 -1.513
H -0.527 1.975 0.121
H -0.939 0.722 -0.933
H 1.394 0.458 -1.543
H 1.804 1.703 -0.465
H 1.830 -0.849 0.453
H 1.563 0.507 1.485
H -0.068 -1.365 1.815
H -0.857 0.135 1.569
H -1.667 -2.947 -0.586


Run 2
17
Properties=species:S:1:pos:R:3 method="wB97M-V/def2-TZVPD" lumo_energy_ev=-3.76 charge=+1
C -1.857 1.607 1.383
C -0.504 1.177 1.734
C 0.823 -1.573 -0.209
C 0.948 -0.803 -1.361
N 0.310 0.331 -1.624
O -1.272 0.481 0.699
O 1.696 -1.168 -2.367
H -2.717 1.273 2.070
H -1.912 2.419 0.758
H -0.450 0.412 2.513
H 1.152 -2.598 -0.296
H 1.193 -1.055 0.675
H 0.488 1.536 1.387
H -0.397 0.717 -0.967
H -0.241 -1.597 0.142
H 0.658 0.837 -2.508
H 2.083 -1.997 -2.031


Run 3
17
Properties=species:S:1:pos:R:3 method="wB97M-V/def2-TZVPD" lumo_energy_ev=-3.56 charge=+1
N 1.618 1.414 0.612
C 0.967 0.785 -0.596
C -0.180 -0.047 0.076
O -0.432 0.420 1.356
C -0.226 -1.520 -0.205
C -1.254 -0.652 -0.809
O -2.534 -0.609 -0.339
H 1.216 1.021 1.546
H 1.537 2.405 0.606
H 2.560 1.087 0.838
H 0.486 1.465 -1.223
H 1.713 0.257 -1.074
H -1.342 0.160 1.473
H -0.648 -2.165 0.514
H 0.502 -1.952 -0.821
H -1.219 -0.608 -1.900
H -2.765 -1.462 -0.054


Run 4
17
Properties=species:S:1:pos:R:3 method="wB97M-V/def2-TZVPD" lumo_energy_ev=-5.46 charge=+1
O -0.483 -1.080 2.409
C -0.382 -0.225 1.390
C 0.478 -0.474 0.287
C 0.440 0.275 -1.005
C -0.730 1.250 -1.166
O -1.914 0.501 -1.015
N 1.491 -1.393 0.500
H -1.280 0.357 1.277
H 0.790 0.716 1.582
H 0.456 -0.478 -1.814
H 1.415 0.794 -1.116
H -0.704 1.639 -2.184
H -0.641 2.103 -0.516
H -2.663 0.970 -1.395
H 1.804 -1.903 -0.313
H 2.356 -1.035 0.894
H -0.432 -2.018 2.186


Least stable structure: run 4


Run 1
17
Properties=species:S:1:pos:R:3 method="wB97M-V/def2-TZVPD" lumo_energy_ev="-4.40 / -4.40" charge=+1
C -1.477 0.744 -0.189
C -1.604 -0.789 -0.083
C 0.932 -0.080 -0.470
C 1.433 -0.759 0.814
N -0.006 1.009 -0.116
O -0.726 -1.319 -0.877
O 1.598 0.107 -1.590
H -1.868 1.007 -1.185
H -2.100 1.304 0.670
H -1.514 -1.256 0.938
H -2.638 -1.018 -0.578
H 0.670 -0.939 1.557
H 2.014 -0.015 1.249
H 2.014 -1.682 0.723
H 0.156 1.681 -0.812
H 0.365 1.348 0.809
H 1.946 -0.644 -2.049


Run 2
17
Properties=species:S:1:pos:R:3 method="wB97M-V/def2-TZVPD" lumo_energy_ev=-3.49 charge=+1
C 0.133 -2.347 0.233
C 0.512 -0.902 0.501
N -0.628 0.057 0.477
C -0.191 1.489 0.504
C -0.069 2.081 -0.888
O -0.312 3.226 -1.092
O 0.254 1.163 -1.795
H 1.018 -2.836 -0.124
H -0.214 -2.869 1.112
H -0.616 -2.424 -0.558
H 1.210 -0.593 -0.273
H 1.064 -0.849 1.444
H -1.299 -0.178 -0.259
H -1.165 -0.096 1.332
H -0.886 2.108 1.061
H 0.770 1.491 1.022
H 0.418 1.480 -2.697


Least stable structure: run 1